20
Properties=species:S:1:pos:R:3:forces:R:3 method="wB97M-V/def2-TZVPD" homo_lumo_gap_ha=0.3008 lumo_energy_ev=-9.7 e_above_lowest_ev=5.155 total_charge=+2 homo_ev=-17.91
C -1.80418 0.19874 -0.11642 0.15 0.14 -1.21
C -2.58443 -0.85680 0.51935 -3.35 1.55 2.12
C 3.37856 0.65203 -0.25483 -0.30 0.16 -0.43
C 2.42255 0.18645 0.64365 0.10 -1.33 -0.39
N -2.30660 1.40897 -0.26157 -2.10 -1.28 1.10
N -0.59005 -0.09059 -0.52141 0.76 1.11 -0.14
N 0.16680 -1.28768 -0.39688 -1.18 -0.44 -2.18
H -3.65972 -0.45035 0.87324 2.45 -1.02 -1.09
H -2.69840 -1.81802 0.07795 -0.03 -0.49 -1.06
H -2.09099 -1.03694 1.44651 0.41 -0.27 1.11
H 3.74289 -0.05218 -0.98831 0.17 -0.03 -0.47
H 3.37676 1.74930 -0.49110 0.46 -1.18 0.44
H 1.95818 0.95432 1.19440 -0.73 0.67 1.13
H -0.00579 0.59222 -0.96121 -0.30 0.77 -0.20
H 4.09782 0.32309 0.61790 -0.11 0.49 0.22
H -3.28741 1.57101 -0.09965 -0.42 -0.87 0.61
H -2.05716 2.24021 -0.67903 2.35 1.65 -1.39
H 2.09771 -0.87549 0.83790 0.92 1.14 -0.24
H 0.37164 -1.46034 -1.48386 -0.69 -0.82 3.18
H -0.52818 -1.94794 0.04337 1.43 0.05 -1.11

=====

72
Properties=species:S:1:pos:R:3:forces:R:3 method="wB97M-V/def2-TZVPD" spin_multiplicity=4 homo_lumo_gap_ha="0.2776 / 0.2358" lumo_energy_ev="-5.2 / -6.3" e_above_lowest_ev=1.072 total_charge=+2 homo_ev="-12.76 / -12.77"
Co 0.35390 -0.39830 0.38750 -0.26 -0.02 -0.72
C 4.79850 -1.15740 -0.43000 -0.45 -0.03 0.08
Sb 3.00540 -0.02050 -0.00230 1.31 0.45 -0.03
C 3.45440 0.51850 2.03550 -0.08 -0.05 -0.35
C 3.74730 1.80070 -1.05370 -0.50 -0.88 -0.09
C 3.83790 2.92960 -0.12150 -0.33 0.93 0.59
C 5.01470 3.10430 0.61030 -0.18 0.04 -0.07
C 5.12120 4.08460 1.57590 -0.21 0.21 0.19
C 4.03100 4.90810 1.85080 0.37 -0.22 0.08
C 2.87120 4.77270 1.11970 0.00 -0.21 -0.33
C 2.75690 3.82120 0.09950 1.13 -0.20 0.58
C 1.56080 3.82190 -0.74130 -1.34 -1.00 -0.16
Sb 0.01350 2.28340 -0.20030 0.27 1.53 -0.13
C -0.73640 3.25170 1.57480 0.19 -0.31 -0.34
C -1.53170 3.00750 -1.52110 0.30 -0.38 0.21
H 5.64480 -0.62890 0.00180 -0.03 0.09 0.05
H 4.93430 -1.23470 -1.50640 -0.07 0.03 -0.03
H 4.74860 -2.15650 -0.00930 -0.01 -0.10 0.05
H 4.42390 0.99710 2.11590 0.08 0.04 -0.06
H 3.44540 -0.38590 2.63630 0.00 -0.18 0.06
H 2.68560 1.19170 2.40330 -0.04 0.13 0.01
H 3.08230 1.95950 -1.89820 0.05 0.03 -0.08
H 4.72940 1.50740 -1.41440 0.00 -0.12 -0.09
H 5.86390 2.46470 0.40300 0.03 -0.06 -0.01
H 6.04200 4.20810 2.12480 0.10 0.02 0.02
H 4.10150 5.66310 2.61800 0.02 0.08 0.06
H 2.04390 5.44080 1.30500 -0.12 0.13 -0.01
H 1.77770 3.62880 -1.78820 -0.04 0.10 -0.12
H 1.00100 4.74840 -0.64860 -0.02 0.08 -0.08
H -1.08450 4.24680 1.31300 0.01 0.06 -0.06
H 0.04010 3.31910 2.32870 0.13 0.01 0.08
H -1.56580 2.66890 1.95940 -0.13 -0.08 0.07
H -1.68870 4.06340 -1.32080 0.08 0.06 0.06
H -2.44490 2.45930 -1.31630 -0.10 -0.05 0.00
H -1.25060 2.86940 -2.55980 0.04 -0.02 -0.08
C -3.81930 -0.48050 1.23990 0.02 0.13 -0.02
C -2.71160 -0.80670 0.28640 -0.47 -0.21 0.10
O -1.76040 -0.02630 0.11310 0.20 -0.19 0.17
N -2.78220 -1.97310 -0.35790 0.06 -0.03 -0.04
C -1.77750 -2.37120 -1.32910 0.29 0.15 -0.06
C -0.66170 -3.17270 -0.70180 -0.24 -0.31 -0.21
C -0.62430 -4.55260 -0.86380 0.16 0.20 0.07
C 0.40270 -5.27950 -0.28590 0.05 0.22 0.06
C 1.34440 -4.60290 0.47550 -0.11 0.08 -0.03
C 1.22930 -3.23020 0.59970 0.23 -0.25 0.14
N 0.26350 -2.51730 0.01080 -0.05 0.35 0.08
H -3.92460 0.59790 1.32510 0.02 0.01 -0.06
H -3.55040 -0.86790 2.22180 0.01 -0.06 0.09
H -4.76780 -0.91720 0.94480 -0.08 -0.07 -0.02
H -3.55450 -2.59770 -0.18200 -0.04 0.12 0.02
H -1.36590 -1.45400 -1.76400 -0.13 -0.19 -0.08
H -2.25360 -2.95560 -2.11630 0.01 0.10 0.05
H -1.38410 -5.04690 -1.44790 -0.08 -0.01 -0.10
H 0.47070 -6.34510 -0.43080 -0.01 -0.15 0.02
H 2.15320 -5.12750 0.96080 0.05 0.02 0.02
H 1.94600 -2.67660 1.19870 -0.04 0.00 -0.09
N 0.30940 -0.31990 2.32820 -0.29 -0.18 0.50
C 0.11000 -0.50420 3.45960 0.21 0.26 -0.68
N -0.02480 -0.66420 4.72220 0.03 -0.02 0.15
C 1.11190 -1.08770 5.53620 0.59 -0.06 0.69
C 1.08940 -0.29260 6.84690 0.32 -0.08 -0.27
O -0.13270 -0.48230 7.50810 -0.05 -0.14 0.05
C -1.20960 0.00020 6.75010 -0.25 0.07 -0.28
C -1.31580 -0.72190 5.39740 -0.64 0.01 0.56
H 2.03920 -0.91820 4.98790 -0.06 0.02 0.02
H 1.01070 -2.15530 5.76090 0.00 0.08 -0.07
H 1.25860 0.77430 6.63660 -0.01 -0.09 0.03
H 1.87210 -0.65450 7.51430 -0.02 0.04 -0.09
H -1.10740 1.08190 6.58020 -0.01 -0.07 0.03
H -2.10990 -0.18970 7.33620 0.02 0.08 -0.13
H -2.08130 -0.25470 4.77670 0.07 -0.02 0.02
H -1.57510 -1.77180 5.56820 0.02 0.05 -0.06

=====

6
Properties=species:S:1:pos:R:3:forces:R:3 method="wB97M-V/def2-TZVPD" homo_lumo_gap_ha="0.2253 / 0.2254" lumo_energy_ev="3.3 / 3.3" e_above_lowest_ev=1.081 total_charge=-1 homo_ev="-2.81 / -2.82"
N 0.76315 0.06401 0.76640 -1.43 -0.09 0.26
O -2.12332 2.40283 0.93903 0.56 -0.24 -0.95
O -2.50669 0.86989 -0.93094 0.96 0.78 0.33
S -1.57007 1.78047 -0.26135 -1.07 -1.02 1.03
Br 1.77804 1.27520 -0.21494 0.67 0.41 -0.58
H 0.36350 -0.55683 0.05110 0.31 0.16 -0.09

=====

11
Properties=species:S:1:pos:R:3:forces:R:3 method="wB97M-V/def2-TZVPD" homo_lumo_gap_ha="0.2901 / 0.3525" lumo_energy_ev="-0.1 / 0.7" e_above_lowest_ev=4.063 total_charge=0 homo_ev="-8.03 / -8.90"
C 1.38331 0.60138 -0.31081 1.50 -1.45 0.85
C 0.97079 -0.72882 0.20062 -0.24 -0.04 0.33
C -1.88399 -0.19440 0.01427 -0.78 -1.98 1.16
F -1.64763 0.45652 1.17896 -0.26 0.54 -0.91
Cl -2.70803 0.64490 -1.26721 0.52 0.06 0.69
H 1.74306 0.59680 -1.32298 0.11 0.18 -0.36
H 2.11479 1.03210 0.40004 0.09 -0.11 -0.55
H 0.54031 1.18123 -0.17140 -1.74 1.80 -0.22
H 1.12178 -1.68242 -0.27756 0.08 0.05 -0.21
H 0.76598 -0.73236 1.26249 -0.18 -0.32 0.00
H -2.40036 -1.17492 0.29358 0.90 1.25 -0.79